This record from the Open Molecules 2025 dataset describes an isolated molecule of C21H18N2O3S. The level of theory is ωB97M-V/def2-TZVPD.

Results
- Lowest unoccupied orbital energy: -0.0133 Eh
- F_max: 1.1 eV Å⁻¹
- Net charge: 0
- SMILES string: CCOc1ccc2nc(SCc3ccc(CC(=O)O)cc3)c(C#N)cc2c1
- Orbital gap: 7.89 eV
- Energy relative to the best compared isomer or geometry (same formula, charge and spin): 15.8 kcal per mole
- HOMO energy: -8.3 eV
- E_tot: -42027.76206 eV

Element x y z (Å)
1 C -6.0476 -3.4034 -0.5334
2 C -5.2461 -2.1144 -0.6161
3 O -4.0839 -2.2786 0.1748
4 C -3.2030 -1.2556 0.2698
5 C -2.0767 -1.5164 1.0882
6 C -1.1091 -0.5771 1.2811
7 C -1.2111 0.6855 0.6615
8 N -0.2449 1.5967 0.8743
9 C -0.3190 2.7600 0.2939
10 S 0.9617 3.9149 0.5768
11 C 2.0811 2.9157 1.6229
12 C 2.6208 1.7243 0.8993
13 C 3.2277 1.8654 -0.3422
14 C 3.7198 0.7621 -1.0131
15 C 3.6088 -0.5055 -0.4574
16 C 4.1711 -1.7070 -1.1761
17 C 5.6094 -1.8468 -0.7323
18 O 6.5579 -1.3414 -1.2658
19 O 5.7122 -2.5861 0.3793
20 C 3.0153 -0.6457 0.7899
21 C 2.5224 0.4581 1.4597
22 C -1.3994 3.1349 -0.5619
23 C -1.4321 4.4100 -1.1630
24 N -1.4730 5.4425 -1.6605
25 C -2.4028 2.2188 -0.7786
26 C -2.3351 0.9510 -0.1677
27 C -3.3240 -0.0338 -0.3504
28 H -5.4535 -4.2340 -0.9041
29 H -6.9507 -3.3155 -1.1302
30 H -6.3195 -3.6055 0.4989
31 H -5.8405 -1.2712 -0.2378
32 H -4.9642 -1.9070 -1.6577
33 H -2.0174 -2.4883 1.5527
34 H -0.2493 -0.7741 1.9003
35 H 2.8747 3.6137 1.8950
36 H 1.5211 2.6238 2.5096
37 H 3.3064 2.8468 -0.7877
38 H 4.1949 0.8846 -1.9749
39 H 3.6238 -2.6081 -0.9026
40 H 4.1485 -1.5537 -2.2543
41 H 6.6343 -2.6252 0.6786
42 H 2.9374 -1.6264 1.2361
43 H 2.0570 0.3393 2.4266
44 H -3.2390 2.4695 -1.4168
45 H -4.1643 0.2031 -0.9848


This record from the Open Molecules 2025 dataset describes an isolated molecule of C21H18N2O4. The level of theory is ωB97M-V/def2-TZVPD.

Results
- Lowest unoccupied orbital energy: 0.0193 Eh
- F_max: 1.3 eV Å⁻¹
- Net charge: 0
- SMILES string: COc1ccc2cc(CCNC(=O)c3cc4ccccc4o3)c(=O)[nH]c2c1
- Orbital gap: 8.46 eV
- Energy relative to the best compared isomer or geometry (same formula, charge and spin): 15.3 kcal per mole
- HOMO energy: -7.9 eV
- E_tot: -33240.53449 eV

Element x y z (Å)
1 C -3.9973 -3.9626 -0.1601
2 O -4.6456 -2.7972 0.2899
3 C -4.0191 -1.6033 0.1460
4 C -4.7254 -0.4904 0.6369
5 C -4.1908 0.7664 0.5490
6 C -2.9334 0.9739 -0.0355
7 C -2.3109 2.2506 -0.1307
8 C -1.0935 2.4147 -0.6958
9 C -0.3699 3.7277 -0.7073
10 C 0.5090 3.8436 0.5540
11 N 1.4854 2.7859 0.6179
12 C 1.1868 1.6009 1.2031
13 O 0.2280 1.4181 1.9335
14 C 2.1504 0.5273 0.8977
15 C 2.0565 -0.8020 1.1877
16 C 3.2054 -1.4161 0.6133
17 C 3.7038 -2.7171 0.5469
18 C 4.8903 -2.9252 -0.1196
19 C 5.5851 -1.8708 -0.7182
20 C 5.1150 -0.5744 -0.6677
21 C 3.9197 -0.3625 0.0024
22 O 3.2743 0.8093 0.1810
23 C -0.3746 1.2713 -1.2426
24 O 0.7192 1.3208 -1.7886
25 N -1.0162 0.0609 -1.1135
26 C -2.2346 -0.1416 -0.5299
27 C -2.7764 -1.4246 -0.4361
28 H -3.0480 -4.1199 0.3613
29 H -4.6743 -4.7837 0.0695
30 H -3.8202 -3.9317 -1.2400
31 H -5.6904 -0.6635 1.0848
32 H -4.7338 1.6158 0.9344
33 H -2.8340 3.1020 0.2825
34 H -1.0766 4.5576 -0.7250
35 H 0.2700 3.7743 -1.5910
36 H 1.0274 4.8059 0.5619
37 H -0.1152 3.7541 1.4466
38 H 2.1742 2.7594 -0.1210
39 H 1.2654 -1.2662 1.7399
40 H 3.1694 -3.5325 1.0101
41 H 5.2985 -3.9229 -0.1850
42 H 6.5119 -2.0777 -1.2317
43 H 5.6453 0.2434 -1.1283
44 H -0.5034 -0.7419 -1.4598
45 H -2.2073 -2.2561 -0.8227


This record from the Open Molecules 2025 dataset describes a structure of composition C21H18N2S2TeTi. The level of theory is ωB97M-V/def2-TZVPD.

Results
- Lowest unoccupied orbital energy: -0.0236 Eh
- F_max: 1.4 eV Å⁻¹
- Net charge: 0
- Orbital gap: 7.05 eV
- HOMO energy: -7.7 eV
- E_tot: -77129.87392 eV

Element x y z (Å)
1 Ti -0.6868 0.4245 0.0559
2 S 1.8576 0.6753 0.1731
3 C 1.4776 -0.9754 0.1303
4 N 0.2367 -1.3716 -0.1190
5 C 0.0891 -2.7479 -0.1251
6 C -1.0972 -3.4313 -0.3714
7 C -1.0725 -4.8124 -0.3432
8 C 0.1101 -5.5016 -0.0749
9 C 1.2941 -4.8266 0.1693
10 C 1.2750 -3.4402 0.1419
11 S 2.5816 -2.3023 0.3992
12 H -1.9929 -2.8596 -0.5784
13 H -1.9814 -5.3677 -0.5333
14 H 0.1065 -6.5833 -0.0569
15 H 2.2087 -5.3669 0.3738
16 C -0.1744 2.3570 -2.5321
17 C -1.3825 1.7560 -3.1869
18 C -1.6973 2.0409 -4.5034
19 C -2.8153 1.4841 -5.1061
20 C -3.6310 0.6409 -4.3705
21 C -3.3525 0.3331 -3.0484
22 C -4.2560 -0.5840 -2.2662
23 C -2.2047 0.8778 -2.4368
24 N -1.8745 0.6012 -1.1336
25 H 0.2450 3.1548 -3.1426
26 H 0.6016 1.6010 -2.3885
27 H -0.4348 2.7775 -1.5526
28 H -1.0594 2.7115 -5.0678
29 H -3.0555 1.7165 -6.1350
30 H -4.5145 0.2157 -4.8343
31 H -5.3027 -0.3300 -2.4346
32 H -4.0409 -0.5089 -1.2021
33 H -4.1117 -1.6230 -2.5725
34 Te -0.7769 1.0480 2.6297
35 C -2.7830 1.3906 3.2451
36 C -3.0499 1.6419 4.5860
37 C -4.3458 1.9020 5.0065
38 C -5.3853 1.9147 4.0877
39 C -5.1245 1.6566 2.7496
40 C -3.8294 1.3933 2.3277
41 H -2.2349 1.6333 5.3000
42 H -4.5416 2.0924 6.0541
43 H -6.3938 2.1307 4.4164
44 H -5.9318 1.6596 2.0277
45 H -3.6259 1.1944 1.2826


This record from the Open Molecules 2025 dataset describes an isolated molecule of C21H18N4O3S. The level of theory is ωB97M-V/def2-TZVPD.

Results
- Lowest unoccupied orbital energy: 0.0164 Eh
- F_max: 2.8 eV Å⁻¹
- Net charge: 0
- SMILES string: COc1ccccc1-n1nc(-c2cccs2)nc1Cc1ccc(C(=O)NO)cc1
- Orbital gap: 8.78 eV
- Energy relative to the best compared isomer or geometry (same formula, charge and spin): 82.5 kcal per mole
- HOMO energy: -8.3 eV
- E_tot: -45004.90184 eV

Element x y z (Å)
1 C -0.8907 -2.8994 -0.9870
2 O -1.9017 -1.9128 -1.0740
3 C -2.0667 -1.4015 -2.3300
4 C -3.1410 -1.8618 -3.0813
5 C -3.4964 -1.1852 -4.2422
6 C -2.7779 -0.0476 -4.6686
7 C -1.6565 0.3368 -3.9540
8 C -1.2937 -0.3636 -2.7984
9 N -0.1249 0.0448 -2.1508
10 N 1.1190 -0.2415 -2.6615
11 C 1.8877 0.4028 -1.7973
12 C 3.3655 0.3991 -1.7398
13 C 4.0908 1.0021 -0.7215
14 C 5.5155 0.9110 -0.9496
15 C 5.8837 0.1959 -2.0882
16 S 4.4343 -0.4019 -2.8749
17 N 1.2085 1.1443 -0.8485
18 C -0.0245 0.8686 -1.0462
19 C -1.2048 1.3513 -0.2624
20 C -0.9593 1.2854 1.2405
21 C -1.5920 0.2419 1.9434
22 C -1.2974 -0.0194 3.2754
23 C -0.3859 0.7606 3.9616
24 C -0.0725 0.4504 5.3571
25 O 0.9123 0.9270 5.8933
26 N -0.8351 -0.3619 6.1656
27 O -0.5267 -0.5521 7.5311
28 C 0.2830 1.8347 3.2664
29 C -0.0362 2.0834 1.9342
30 H -1.0588 -3.4646 -0.0821
31 H 0.1349 -2.5168 -0.9251
32 H -0.9470 -3.5931 -1.8451
33 H -3.7019 -2.7275 -2.6951
34 H -4.3361 -1.5075 -4.8594
35 H -3.0174 0.5060 -5.5464
36 H -1.0415 1.1799 -4.2531
37 H 3.6229 1.5056 0.1320
38 H 6.2505 1.3962 -0.3353
39 H 6.9255 0.0511 -2.4558
40 H -2.0491 0.7692 -0.5463
41 H -1.3950 2.3688 -0.5747
42 H -2.2739 -0.3814 1.3949
43 H -1.7663 -0.8504 3.7543
44 H -1.7352 -0.6737 5.7973
45 H 0.4044 -0.2754 7.6995
46 H 1.1049 2.4118 3.7308
47 H 0.4625 2.8104 1.3171